# 1
ORCA calculation (ωB97M-V with the def2-TZVPD basis set) on 9 unconnected molecules or ions with the total composition C21H36BrFO37S8.

Summary:
orbital gap: 9.89 eV
HOMO: -10.081 eV
lowest unoccupied orbital energy: -0.19 eV
energy: -257551.9869 eV
SMILES: O=C(F)COC(=O)OCC(=O)Br.O=S1(=O)OCCO1.O=S1(=O)OCCO1.O=S1(=O)OCCO1.O=S1(=O)OCCO1.O=S1(=O)OCCO1.O=S1(=O)OCCO1.O=S1(=O)OCCO1.O=S1(=O)OCCO1

Last column: Mulliken charge in e.
Positions of all 104 atoms, in Å:
O (1.19345, 3.66100, -3.71724)  -0.461
C (0.37993, 2.79625, -3.74771)  0.434
F (-0.80595, 3.02161, -4.32441)  -0.213
C (0.63340, 1.40150, -3.19101)  -0.395
O (2.00477, 1.12145, -3.45937)  -0.271
C (2.20425, -0.15174, -3.77059)  0.810
O (1.49677, -1.07319, -3.45315)  -0.562
O (3.29711, -0.32932, -4.54053)  -0.375
C (4.26033, -1.21053, -3.96495)  0.372
C (5.63026, -0.61759, -4.29740)  0.403
O (6.21248, -0.91907, -5.29450)  -0.514
Br (6.36474, 0.64148, -3.00857)  -0.168
H (0.48242, 1.36042, -2.12153)  0.356
H (-0.04562, 0.74213, -3.70073)  0.457
H (4.19783, -2.16050, -4.48780)  0.239
H (4.14153, -1.37473, -2.89942)  -0.034
O (-2.13573, 0.52091, -3.44019)  -0.646
S (-2.25776, 0.36282, -2.03703)  1.103
O (-1.17030, -0.02635, -1.21415)  -0.455
O (-3.49849, -0.61325, -1.76824)  -0.238
C (-4.47465, 0.04756, -0.94198)  0.265
C (-4.31845, 1.51686, -1.26549)  -0.376
O (-2.89906, 1.69342, -1.42856)  -0.381
H (-4.23643, -0.15818, 0.10320)  0.223
H (-5.46930, -0.32158, -1.16491)  -0.110
H (-4.69349, 2.15907, -0.48120)  0.314
H (-4.80508, 1.76905, -2.21084)  0.329
O (-7.57422, 0.82991, -1.65385)  -0.603
S (-7.65706, 1.60733, -0.46530)  1.195
O (-6.64513, 1.57304, 0.53021)  -0.536
O (-9.06994, 1.31981, 0.22231)  -0.343
C (-9.80811, 2.54459, 0.37206)  -0.132
C (-9.32498, 3.41675, -0.76626)  -0.381
O (-7.91957, 3.13009, -0.86488)  -0.313
H (-9.56006, 2.97494, 1.34311)  0.146
H (-10.87668, 2.35586, 0.32071)  0.332
H (-9.48615, 4.47438, -0.58162)  0.334
H (-9.79444, 3.13736, -1.71161)  0.303
O (4.35364, -1.88990, 1.72697)  -0.425
S (3.43723, -2.14081, 0.67580)  1.044
O (3.90108, -2.19644, -0.66610)  -0.551
O (2.22497, -1.09746, 0.76510)  -0.259
C (0.96763, -1.79857, 0.83071)  -0.270
C (1.28788, -3.12075, 1.49068)  -0.240
O (2.57944, -3.47105, 0.96314)  -0.319
H (0.60754, -1.94477, -0.18914)  0.260
H (0.24105, -1.21487, 1.38951)  0.373
H (0.55512, -3.89087, 1.26315)  0.378
H (1.37949, -3.01859, 2.56276)  0.117
O (-7.89737, 3.44219, 3.12253)  -0.490
S (-7.44641, 3.02833, 4.40485)  1.072
O (-8.31935, 2.48254, 5.37599)  -0.568
O (-6.62513, 4.24006, 5.05767)  -0.313
C (-5.28970, 3.82070, 5.36821)  -0.329
C (-4.98142, 2.74340, 4.35080)  -0.287
O (-6.21302, 2.02389, 4.20876)  -0.291
H (-5.28257, 3.42372, 6.38503)  0.287
H (-4.60599, 4.66250, 5.30347)  0.315
H (-4.18769, 2.07622, 4.67412)  0.343
H (-4.72313, 3.17319, 3.38041)  0.229
O (-8.54741, -5.04595, -4.35920)  -0.533
S (-8.46722, -4.43170, -3.08460)  1.074
O (-9.31348, -4.81016, -2.01321)  -0.534
O (-8.55398, -2.84076, -3.28711)  -0.349
C (-7.39248, -2.21014, -2.73600)  -0.203
C (-6.29560, -3.24676, -2.85865)  -0.150
O (-6.94650, -4.49044, -2.57110)  -0.352
H (-7.59737, -1.96802, -1.69119)  0.223
H (-7.16513, -1.29735, -3.27936)  0.301
H (-5.47706, -3.07615, -2.16437)  0.190
H (-5.90304, -3.29334, -3.87665)  0.345
O (7.65875, 3.89907, 2.84013)  -0.542
S (6.59328, 3.35745, 2.07542)  1.082
O (5.91107, 4.12039, 1.09589)  -0.544
O (5.52141, 2.72615, 3.09072)  -0.326
C (5.32705, 1.33581, 2.79631)  0.039
C (6.64132, 0.87728, 2.20553)  -0.322
O (7.07619, 1.98431, 1.40339)  -0.278
H (4.51565, 1.24798, 2.07103)  0.210
H (5.06614, 0.79126, 3.69945)  0.071
H (6.53655, -0.01755, 1.59856)  0.315
H (7.38956, 0.70456, 2.98277)  0.303
O (2.11972, -0.31026, 4.85803)  -0.651
S (2.88372, -1.50166, 4.75695)  1.107
O (3.03544, -2.19564, 3.53001)  -0.540
O (2.38560, -2.51408, 5.90328)  -0.324
C (3.48290, -2.87446, 6.75336)  -0.364
C (4.41068, -1.67932, 6.70939)  -0.372
O (4.34862, -1.22767, 5.34942)  -0.291
H (3.95955, -3.76494, 6.33898)  0.275
H (3.12742, -3.08803, 7.75759)  0.318
H (5.43230, -1.93129, 6.97828)  0.328
H (4.05315, -0.87296, 7.35305)  0.312
O (9.40964, 0.89211, -2.93664)  -0.491
S (9.89290, -0.42346, -2.73244)  1.111
O (9.92586, -1.03136, -1.45269)  -0.557
O (11.35228, -0.52168, -3.39911)  -0.311
C (11.37165, -1.56031, -4.38495)  -0.340
C (9.94917, -1.62741, -4.90239)  -0.358
O (9.13800, -1.41497, -3.74282)  -0.247
H (11.66249, -2.49261, -3.89606)  0.284
H (12.08793, -1.32272, -5.16684)  0.301
H (9.71343, -2.58442, -5.35892)  0.320
H (9.74398, -0.82504, -5.61425)  0.287

---

# 2
ORCA calculation (ωB97M-V with the def2-TZVPD basis set) on 11 unconnected molecules or ions with the total composition C34H61Cl2FO9.

Summary:
orbital gap: 9.20 eV
HOMO: -9.063 eV
lowest unoccupied orbital energy: 0.14 eV
energy: -82436.0310 eV
energy above the lowest of the compared OMol25 structures with the same formula, charge and spin: 1.7 kJ/mol
SMILES: Fc1ccccc1.CC(C)=O.CC(C)=O.CC(C)=O.CC(C)=O.CC(C)=O.CC(C)=O.CC(C)=O.CC(C)=O.CC(C)=O.ClCCl

Last column: Mulliken charge in e.
Positions of all 107 atoms, in Å:
F (2.25745, 5.35229, 3.27886)  -0.131
C (3.19411, 6.19168, 2.80431)  0.451
C (2.89203, 7.51935, 2.54117)  -0.659
C (3.94562, 8.38257, 2.24309)  -0.412
C (5.24464, 7.90769, 2.06800)  -0.581
C (5.49000, 6.55095, 2.20882)  -0.573
C (4.48261, 5.71164, 2.66030)  -0.223
H (1.88047, 7.88494, 2.65109)  0.473
H (3.68731, 9.41437, 2.04385)  0.353
H (6.01715, 8.63460, 1.86029)  0.399
H (6.51626, 6.22004, 2.11377)  0.438
H (4.66541, 4.65141, 2.79194)  0.485
C (1.60588, -0.82300, -1.18068)  -0.449
C (1.17578, -0.32032, -2.53476)  0.655
C (1.58127, 1.06414, -2.89834)  -0.684
O (0.41213, -0.94919, -3.23204)  -0.597
H (1.47614, -1.89799, -1.06748)  0.370
H (0.89983, -0.40242, -0.45782)  -0.242
H (2.62456, -0.52259, -0.93949)  0.356
H (1.36723, 1.75114, -2.07401)  -0.154
H (1.02807, 1.45899, -3.75201)  0.335
H (2.63066, 1.13733, -3.19409)  0.437
C (-3.06397, 1.74056, -4.00638)  -0.769
C (-3.84779, 1.31068, -2.77868)  0.547
C (-3.42583, 1.83173, -1.41605)  0.156
O (-4.75645, 0.52650, -2.81954)  -0.573
H (-3.13260, 2.81902, -4.11788)  0.208
H (-3.40298, 1.16722, -4.86463)  0.322
H (-2.03102, 1.42527, -3.83181)  0.098
H (-2.71475, 1.08359, -1.04543)  -0.212
H (-4.24490, 1.76981, -0.70603)  0.141
H (-2.97014, 2.81919, -1.34106)  0.015
C (-2.64564, 6.04872, -2.42864)  -1.172
C (-1.40134, 5.57600, -1.70874)  0.826
C (-1.16800, 6.16253, -0.32457)  -0.560
O (-0.60998, 4.85963, -2.27134)  -0.534
H (-2.35330, 6.97011, -2.93938)  0.420
H (-3.45589, 6.31901, -1.75238)  0.351
H (-2.96705, 5.28424, -3.13074)  0.165
H (-1.95984, 6.87490, -0.09157)  0.403
H (-0.20095, 6.64478, -0.20654)  0.344
H (-1.31246, 5.37739, 0.42160)  -0.220
C (-2.66547, 4.12037, 6.98696)  -0.322
C (-1.78883, 4.93893, 7.90783)  0.781
C (-2.27195, 5.16133, 9.30631)  -1.236
O (-0.73089, 5.38698, 7.54327)  -0.547
H (-2.14522, 4.00385, 6.03774)  -0.415
H (-3.55045, 4.73017, 6.78221)  0.321
H (-2.97560, 3.16936, 7.41159)  0.446
H (-1.76037, 6.00605, 9.75762)  0.337
H (-2.08501, 4.24544, 9.87301)  0.294
H (-3.35148, 5.32187, 9.32128)  0.358
C (1.78316, 3.48927, 6.03634)  -0.081
C (1.83892, 2.10690, 6.67566)  0.859
C (1.74787, 2.07580, 8.16481)  -1.288
O (1.89968, 1.10998, 5.99479)  -0.527
H (1.89386, 3.35944, 4.96611)  -0.295
H (2.53078, 4.11984, 6.51949)  0.475
H (0.81588, 3.90540, 6.33068)  -0.115
H (2.68291, 2.24616, 8.70699)  0.319
H (1.43001, 1.09451, 8.52778)  0.374
H (1.05947, 2.80354, 8.60064)  0.264
C (3.12683, 0.22512, 2.99623)  0.335
C (3.55713, -1.16578, 3.36651)  0.595
C (2.57593, -2.30345, 3.18504)  -0.820
O (4.71405, -1.40402, 3.62017)  -0.604
H (3.81711, 0.75763, 2.34444)  0.298
H (3.02709, 0.76922, 3.94420)  0.030
H (2.15382, 0.30243, 2.51083)  -0.471
H (1.62897, -2.00671, 3.63927)  0.205
H (2.93566, -3.20516, 3.67653)  0.333
H (2.52712, -2.52916, 2.11939)  0.215
C (-0.71792, 3.50090, 2.98693)  0.698
C (-1.08986, 2.27298, 2.19960)  0.549
C (-0.17372, 1.81053, 1.09857)  1.194
O (-2.18591, 1.76839, 2.30222)  -0.531
H (0.34098, 3.52787, 3.24807)  0.050
H (-1.32300, 3.54405, 3.88886)  -0.717
H (-0.89177, 4.36111, 2.33746)  -0.202
H (0.38570, 0.93358, 1.43649)  -0.337
H (0.59132, 2.54167, 0.85536)  -0.633
H (-0.75851, 1.49393, 0.23735)  -0.243
C (4.71384, 4.04326, -1.32218)  -1.457
C (3.70803, 3.45582, -0.38926)  0.861
C (2.43995, 4.19758, -0.04818)  -0.169
O (3.87046, 2.33904, 0.05506)  -0.540
H (5.26077, 4.90356, -0.93017)  0.308
H (4.18976, 4.36729, -2.22512)  0.366
H (5.46009, 3.28273, -1.53959)  0.378
H (1.49392, 3.82520, -0.44145)  0.052
H (2.49468, 5.22569, -0.41621)  0.437
H (2.31298, 4.21650, 1.03563)  -0.235
C (-4.80643, 3.52171, 3.96505)  -0.194
C (-5.52640, 3.53252, 2.63533)  0.300
C (-4.70967, 3.72219, 1.38390)  -0.326
O (-6.72231, 3.39836, 2.58447)  -0.569
H (-5.05309, 4.31491, 4.66915)  0.327
H (-3.73362, 3.66793, 3.78120)  -0.214
H (-4.82691, 2.54927, 4.45719)  0.297
H (-4.73402, 4.75728, 1.03504)  0.392
H (-5.20041, 3.13534, 0.60718)  0.247
H (-3.67643, 3.38506, 1.41233)  -0.206
Cl (-1.21483, -1.71674, 2.32519)  -0.129
C (-2.46332, -1.17114, 1.18426)  0.515
Cl (-2.50431, -2.19546, -0.23732)  -0.167
H (-3.45046, -1.20911, 1.63176)  0.383
H (-2.25223, -0.15007, 0.89634)  -0.608